No. 1
The following is a quantum chemistry calculation of a structure of composition C30H53BN6O4S3V, from the Open Molecules 2025 dataset.

Geometry as XYZ:
```
98
Properties=species:S:1:pos:R:3
V 1.29347 0.58564 -0.23898
S 0.65687 1.85414 1.68462
S -0.07353 -2.63396 1.59102
S -1.16163 -0.40236 -2.92808
O 4.84957 0.97144 1.02072
O 2.72827 -0.96346 1.19702
O 1.76517 -1.04446 -1.54678
O 3.57697 0.83934 -1.48328
N -1.56753 0.31614 1.63552
N -1.93853 -3.79746 -0.04118
N -1.18023 1.22954 3.60352
N -1.96273 -1.58436 0.05052
N -2.10653 0.80464 -0.76448
N -2.38753 2.02764 -2.58578
C -2.33143 2.65794 -3.90618
C -1.79643 4.08754 -3.72528
C -2.56533 -6.11336 -0.54728
C 0.96837 2.31674 -1.35178
C -0.91393 -5.65876 1.23672
C -0.31383 -5.19556 -1.16708
C -2.98963 -1.98816 -0.76058
C 3.54287 -0.60466 2.29222
C 4.05577 0.83874 2.18562
C -0.60663 2.04774 4.67382
C -2.35713 0.51954 3.68582
C 4.69447 1.66424 -1.24708
C -0.70683 1.09234 2.32982
C 4.63187 2.10874 0.21402
C -1.37053 1.83094 5.98242
C 2.33717 -0.71266 -2.78408
C -1.42183 1.91214 -4.87658
C 3.36167 -1.75426 0.21512
C -1.32233 -2.69716 0.49112
C -1.86213 0.86014 -2.10458
C 0.85987 1.65904 4.89022
C -2.97063 -3.33256 -0.83288
C 2.31637 -2.13566 -0.83958
C -2.80483 1.93254 -0.41928
C -0.73403 3.51844 4.26842
C 3.67027 0.04204 -2.64008
C -3.75453 2.68264 -4.47378
C -1.43463 -5.17266 -0.11558
C -2.58633 -0.03606 2.47792
C -2.98593 2.67804 -1.52508
B -1.41063 -0.16726 0.19332
H -2.85523 -5.95606 -1.58228
H 1.25337 2.15844 5.77162
H 3.84917 0.66924 -3.52578
H 1.58177 -0.07936 -3.25918
H 1.83007 2.98634 -1.22508
H 4.64727 1.08014 3.08162
H 0.87077 2.12864 -2.42618
H -0.27623 4.14284 5.02772
H -1.53823 4.50714 -4.69288
H -3.77203 3.22294 -5.41488
H 2.74467 -2.86956 -1.53638
H 4.39757 -1.28676 2.37692
H -1.81793 0.92894 -5.10318
H -3.48893 3.61494 -1.63638
H -3.39163 -0.65726 2.14582
H -3.43603 -5.98796 0.09182
H -1.34723 0.78854 6.28702
H -3.65593 -1.28476 -1.21668
H -4.09793 1.66594 -4.64858
H -4.44113 3.16734 -3.78468
H -0.20743 -0.18646 -0.07518
H -0.61553 -4.62846 -2.04668
H 0.08347 2.87434 -1.02608
H 4.68607 2.53524 -1.91848
H 3.19417 1.51404 2.14612
H 1.44827 1.94904 4.02602
H -2.22373 -7.14086 -0.45618
H -3.60563 -3.98376 -1.38988
H -0.08603 -6.21626 -1.46218
H -0.89723 2.42424 6.76022
H 0.58557 -4.74426 -0.75768
H 5.62187 1.09604 -1.40698
H 3.63867 2.54214 0.40032
H -0.43073 1.78324 -4.45648
H 4.20447 -1.21206 -0.22958
H -1.34053 2.48384 -5.79718
H -1.70803 -5.65106 1.97902
H -0.23783 3.69504 3.31882
H 0.94687 0.58404 5.02592
H -1.78293 3.78984 4.17302
H 4.51127 -0.67166 -2.55328
H 3.74497 -2.68086 0.67532
H -0.90473 4.07904 -3.10348
H 1.47487 -2.58776 -0.29608
H 2.91767 -0.68666 3.18732
H -0.54153 -6.67336 1.12822
H 5.40697 2.86594 0.41162
H -2.93553 0.44664 4.58122
H -3.12723 2.12034 0.58442
H -0.10993 -5.02476 1.59392
H -2.53313 4.73834 -3.26308
H -2.40213 2.15924 5.89922
H 2.47757 -1.61506 -3.39678
```

Summary:
ΔE to the lowest compared entry with this formula, charge and spin in kcal/mol: 12.9
Net charge: 0
Multiplicity: 2
Highest occupied orbital energy (alpha / beta) in eV: -5.96 / -5.34

Atom charges from the Mulliken analysis, given in e for atoms 1 to 4: -0.533, -0.532, -0.617, -0.464

=====

No. 2
The following is a quantum chemistry calculation of a structure of composition C30H53BaBrN4P2, from the Open Molecules 2025 dataset.

Geometry as XYZ:
```
91
Properties=species:S:1:pos:R:3
Ba 0.27086 2.09414 1.11677
Br 1.57505 -0.53949 0.85665
P -0.52835 -1.80477 -0.46112
P 6.15976 -0.94162 -0.36316
N -1.96650 0.41544 5.15661
N -6.83758 5.32565 -5.96088
N 0.34477 0.59242 4.98306
N -0.96922 1.12361 3.12528
C 0.71756 -2.40015 -1.69315
C 6.17582 -2.54736 -2.68662
C 0.66530 -0.59976 5.76576
C -5.27570 3.61773 -5.31178
C -1.39843 -4.51730 0.85687
C -1.91863 0.47966 6.62651
C 0.21277 -2.56401 -3.11646
C 6.72747 1.75547 -0.65054
C -2.28910 1.94683 -2.57214
C -4.02576 3.71549 -3.12279
C -4.99134 4.29335 -4.09555
C 5.42801 -1.40443 -2.00037
C -3.31700 0.50081 4.59147
C -3.26385 -1.88383 -0.20361
C -0.42244 0.42750 -2.37838
C -6.16455 4.21546 -6.22855
C -6.61166 5.95560 -4.81991
C -1.78622 0.84339 -0.46559
C -2.48560 1.82906 -1.18204
C 1.47083 1.17105 4.24599
C -2.15444 -2.24662 -1.21481
C 5.14149 -1.89150 0.84068
C -1.19699 1.25668 -3.14579
C -0.74792 0.05866 -1.05071
C 5.60226 0.81874 -0.21435
C -3.15412 2.70649 -3.43893
C -0.38325 -3.39837 0.79501
C -5.71293 5.48910 -3.85126
C 5.89704 -2.17658 2.13149
C -0.87936 0.69781 4.39858
H 5.96332 -3.51092 -2.21135
H 1.27642 -1.29427 5.16521
H -0.23445 -1.65309 -3.52800
H 1.55243 -1.69410 -1.61009
H -1.95519 1.18207 2.90115
H 1.22515 -0.31230 6.66412
H 7.25923 -2.38372 -2.66424
H -2.36352 -4.21386 1.27641
H -1.77296 -0.52277 7.05283
H 5.47678 -0.49766 -2.61906
H 4.37272 -1.65532 -1.83521
H -3.52151 -0.29987 3.85679
H -2.89307 0.85755 6.95512
H -2.24190 -1.64949 -2.14858
H 6.78794 1.80142 -1.74141
H 1.78388 0.53531 3.39344
H -7.19694 6.85037 -4.66684
H -3.29045 2.43334 -0.72938
H -1.04408 1.38325 -4.21543
H 5.86841 -2.61208 -3.73638
H 4.22564 -1.31483 1.01183
H -3.06484 2.46817 -4.49851
H 6.54500 2.76579 -0.27707
H -0.26082 -1.10897 6.06080
H 5.31176 -2.84712 2.76330
H -3.52278 1.48036 4.11781
H -3.69813 -2.79318 0.22749
H -0.55562 -3.34534 -3.17359
H 6.85657 -2.66172 1.93426
H -6.35029 3.72145 -7.18050
H -1.01434 -5.30853 1.51906
H 4.85325 -2.82501 0.34041
H -4.00677 4.15382 -2.11380
H 1.06209 -2.83441 -3.76267
H 0.42848 -0.05212 -2.86483
H 5.31004 0.98674 0.82857
H 4.70925 0.93133 -0.83844
H -2.14176 0.60245 0.55812
H 7.69524 1.41801 -0.26394
H 1.19939 2.17069 3.85933
H -2.90354 -1.27075 0.63024
H -5.62123 6.06066 -2.92648
H 1.08138 -3.36593 -1.31439
H -4.01785 0.37983 5.42508
H -4.86922 2.63263 -5.53427
H 2.30413 1.29429 4.94344
H 0.59269 -3.82438 0.55854
H -1.59784 -5.00726 -0.10419
H -2.13892 -3.32262 -1.46831
H -1.12920 1.15748 6.96931
H 6.07990 -1.25721 2.69245
H -0.27573 -2.93107 1.77402
H -4.04623 -1.31149 -0.71442
```

Summary:
ΔE to the lowest compared entry with this formula, charge and spin in kcal/mol: 0.0
Net charge: +2
Highest occupied orbital energy in eV: -11.45

Atom charges from the Mulliken analysis, given in e for atoms 1 to 4: 1.632, -0.699, 1.159, -0.131

=====

No. 3
The following is a quantum chemistry calculation of a cluster of 2 separate species, C30H53ClF4N8O7PS3 in total, from the Open Molecules 2025 dataset.

Geometry as XYZ:
```
107
Properties=species:S:1:pos:R:3
Cl 1.46292 1.76283 3.08821
S -2.44428 -0.88440 -0.08505
S -2.33354 2.82159 -5.59893
S -4.67876 3.81849 -4.13317
P 1.50888 -3.14674 5.51958
F 1.62556 4.11518 1.23521
F -2.15416 2.39316 2.18450
F 3.52563 3.38605 0.61062
F 2.08361 4.06011 -0.84926
O -3.15216 0.30859 0.27867
O -2.07648 4.67857 0.72441
O 0.09692 -2.64592 5.50836
O -2.93123 -1.66512 -1.18599
O -5.03545 -0.47230 -7.25048
O 3.67310 0.48026 -4.31173
O 0.88910 0.82225 -1.65609
N 1.68103 2.08556 0.29087
N 2.36338 1.94326 -5.48672
N -0.69507 1.92533 -0.15129
N 2.39452 -1.71221 5.15724
N 0.14608 1.84680 2.02988
N 1.40070 -4.34137 4.28330
N 2.79637 -3.91856 6.25687
N -4.99940 2.19449 -6.17049
C 0.36036 1.97771 0.75805
C 2.75893 2.27436 -3.02578
C -0.92931 1.57457 -3.54594
C 2.98340 1.45796 -4.28157
C -1.08556 4.43994 0.09834
C -1.39077 0.80931 -2.30363
C -1.16341 1.69973 2.76208
C -5.25813 -0.31375 -5.86257
C 0.06887 -4.88550 4.03276
C 2.30567 -1.36814 -0.93555
C 2.78966 -1.30914 3.83815
C 2.18721 -4.33137 3.07062
C -1.95934 1.30463 -4.66927
C 4.14392 -3.40302 6.45218
C -1.52619 0.24591 3.08112
C 2.25041 3.39655 0.28625
C -4.48123 1.81510 -7.49497
C -1.61189 0.05624 4.60686
C -0.40651 0.81134 -1.10289
C 1.98151 1.13892 -0.81528
C 2.34225 -2.34532 -1.63144
C 2.64587 -5.32805 6.61923
C 2.12125 -0.60595 6.06085
C 3.14171 1.53085 -1.73819
C -3.96324 0.39666 -7.59341
C -0.97433 3.22628 -0.82056
C -5.72610 1.08778 -5.48809
C 2.45692 -0.18311 -0.10602
C -4.12226 2.88920 -5.35145
C -0.70268 -0.53530 -0.36863
H 4.66721 -4.00753 7.19372
H -2.38395 -1.70353 0.99380
H -1.81950 -0.99216 4.80464
H -4.34793 -0.61273 -5.32665
H -1.53706 0.58251 -5.36668
H 1.95252 -0.88636 3.25724
H 3.59096 0.58999 -2.05860
H -1.50453 -0.22734 -2.60812
H -2.33942 1.23584 -1.98599
H 3.50255 -0.03795 0.16870
H -0.25096 5.15596 0.12789
H 3.25499 -4.23989 3.28666
H -5.60438 1.19509 -4.41225
H 1.59722 -5.61071 6.67872
H -6.03872 -1.02116 -5.58571
H -1.93700 3.16819 -1.32624
H 2.45445 -3.23734 -2.20283
H 0.16155 -5.87055 3.57065
H 2.88210 2.77446 -5.76787
H -2.87347 0.87312 -4.26656
H -0.52999 -4.24331 3.37268
H -5.32156 1.88103 -8.18944
H 3.23887 -2.11304 3.26003
H -0.63144 0.24795 5.04058
H 1.42968 2.28979 -5.28082
H 3.93075 2.06978 -1.22278
H -0.10044 -0.68734 0.52657
H -0.38843 -1.30114 -1.07699
H -3.73156 0.18255 -8.63521
H -2.51904 0.05236 2.68407
H 2.70037 0.27434 5.77480
H 3.57999 -0.55170 3.89866
H 3.13193 -5.97066 5.88103
H 0.03266 1.23785 -3.92121
H 4.71500 -3.43999 5.52083
H -3.72986 2.50597 -7.86529
H 3.08273 -5.52550 7.59929
H 1.06165 -0.32940 6.08036
H 1.88400 -3.53321 2.37739
H 2.07302 -5.28226 2.54678
H -2.35447 0.71386 5.05188
H 1.90829 -0.30494 0.83335
H -0.76772 -0.45680 2.73370
H -0.98331 2.17762 3.72655
H -0.48041 -5.01468 4.96103
H -0.23937 3.39862 -1.60923
H 1.74846 2.67691 -3.03272
H 4.15443 -2.38675 6.83565
H -0.91563 2.64938 -3.38490
H 2.41797 -0.86155 7.08278
H -3.10374 0.19610 -6.94882
H 3.40664 3.15112 -3.11224
H -6.79041 1.19465 -5.69547
```

Summary:
Net charge: +1
Highest occupied orbital energy in eV: -10.08

Atom charges from the Mulliken analysis, given in e for atoms 1 to 4: 0.090, 1.037, -0.214, -0.193

=====

| no. | largest force on an atom (eV Å⁻¹) | electronic energy (eV) |
| --- | --- | --- |
| 1 | 1.50 | -107971.4704 |
| 2 | 3.08 | -127230.1303 |
| 3 | 4.54 | -123396.0701 |